The following is a quantum chemistry calculation of 15 unconnected molecules or ions with the total composition C33H102N24O15 in a non-equilibrium geometry, from the Open Molecules 2025 dataset.

- Kohn-Sham gap: 8.5 eV
- E_LUMO: -0.09 eV
- Energy relative to the best compared isomer or geometry (same formula, charge and spin): 32.2 kcal per mole

Each atom is followed by the atoms it is bonded to, with distances in Å.
Geometry (Å):
1 C 2.788 -5.290 -0.689  O2 1.223, N3 1.390, N4 1.384
2 O 1.658 -4.972 -0.344  C1 1.223
3 N 3.714 -5.762 0.234  C1 1.390, H5 1.004, H6 0.994
4 N 3.192 -5.223 -2.011  C1 1.384, H7 1.020, H8 0.992
5 H 3.363 -5.834 1.171  N3 1.004
6 H 4.618 -6.007 -0.101  N3 0.994
7 H 2.398 -5.048 -2.628  N4 1.020
8 H 4.135 -5.326 -2.301  N4 0.992
9 C -5.006 0.088 1.846  O10 1.250, N11 1.384, N12 1.391
10 O -5.457 -0.754 1.040  C9 1.250
11 N -3.777 0.670 1.584  C9 1.384, H13 1.023, H14 1.004
12 N -5.765 0.607 2.890  C9 1.391, H15 1.007, H16 1.007
13 H -3.112 0.084 1.075  N11 1.023
14 H -3.527 1.515 2.064  N11 1.004
15 H -5.253 1.122 3.587  N12 1.007
16 H -6.562 0.029 3.096  N12 1.007
17 C -0.029 1.493 -4.708  O18 1.257, N19 1.403, N20 1.396
18 O -0.744 1.478 -3.674  C17 1.257
19 N 1.365 1.646 -4.644  C17 1.403, H21 0.996, H22 1.010
20 N -0.540 1.335 -5.997  C17 1.396, H23 0.998, H24 0.997
21 H 1.974 1.684 -5.431  N19 0.996
22 H 1.665 2.099 -3.793  N19 1.010
23 H -1.474 1.003 -6.109  N20 0.998
24 H 0.035 1.359 -6.812  N20 0.997
25 C -4.052 4.021 0.399  O26 1.233, N27 1.380, N28 1.383
26 O -4.862 3.920 1.323  C25 1.233
27 N -3.334 5.170 0.138  C25 1.380, H29 0.991, H30 1.003
28 N -3.861 2.990 -0.502  C25 1.383, H31 0.998, H32 1.005
29 H -2.671 5.323 -0.583  N27 0.991
30 H -3.359 5.895 0.831  N27 1.003
31 H -3.171 2.942 -1.222  N28 0.998
32 H -4.382 2.164 -0.262  N28 1.005
33 C -0.417 -7.207 1.724  O34 1.236, N35 1.408, N36 1.396
34 O 0.197 -6.645 2.637  C33 1.236
35 N -1.151 -8.391 1.934  C33 1.408, H37 1.000, H38 1.000
36 N -0.508 -6.645 0.450  C33 1.396, H39 0.998, H40 1.012
37 H -1.409 -8.934 1.135  N35 1.000
38 H -1.066 -8.834 2.827  N35 1.000
39 H -0.846 -7.189 -0.316  N36 0.998
40 H 0.001 -5.787 0.278  N36 1.012
41 C 0.460 4.591 0.316  O42 1.238, N43 1.389, N44 1.407
42 O -0.324 3.634 0.336  C41 1.238
43 N 1.715 4.562 0.911  C41 1.389, H45 1.012, H46 1.000
44 N 0.187 5.780 -0.387  C41 1.407, H47 0.993, H48 0.999
45 H 2.030 3.764 1.449  N43 1.012
46 H 2.233 5.410 1.017  N43 1.000
47 H 0.702 6.609 -0.206  N44 0.993
48 H -0.542 5.647 -1.057  N44 0.999
49 C -7.038 -4.044 0.747  O50 1.220, N51 1.382, N52 1.395
50 O -7.783 -4.980 0.509  C49 1.220
51 N -6.844 -2.986 -0.120  C49 1.382, H53 0.994, H54 1.010
52 N -6.271 -3.971 1.910  C49 1.395, H55 1.001, H56 1.001
53 H -7.175 -2.963 -1.057  N51 0.994
54 H -6.264 -2.247 0.251  N51 1.010
55 H -6.431 -4.736 2.535  N52 1.001
56 H -5.776 -3.144 2.180  N52 1.001
57 C 0.313 -3.167 -3.192  O58 1.253, N59 1.389, N60 1.417
58 O 1.251 -3.880 -3.619  C57 1.253
59 N -0.433 -3.516 -2.073  C57 1.389, H61 1.017, H62 1.000
60 N -0.094 -2.030 -3.933  C57 1.417, H63 1.008, H64 1.001
61 H 0.089 -4.249 -1.601  N59 1.017
62 H -1.178 -2.991 -1.663  N59 1.000
63 H -0.904 -1.471 -3.710  N60 1.008
64 H 0.613 -1.678 -4.547  N60 1.001
65 C -3.845 -1.032 -2.519  O66 1.248, N67 1.410, N68 1.370
66 O -4.558 -2.004 -2.841  C65 1.248
67 N -2.982 -0.390 -3.430  C65 1.410, H69 1.006, H70 0.998
68 N -3.856 -0.434 -1.287  C65 1.370, H71 1.025, H72 1.015
69 H -2.325 0.273 -3.055  N67 1.006
70 H -2.864 -0.759 -4.350  N67 0.998
71 H -3.135 0.244 -1.018  N68 1.025
72 H -4.466 -0.763 -0.546  N68 1.015
73 C 4.503 1.849 3.501  C74 1.537, H79 1.090, H80 1.094, H81 1.083
74 C 3.534 0.950 2.717  C73 1.537, C75 1.530, N78 1.506, H82 1.099
75 C 3.445 -0.473 3.274  C74 1.530, O76 1.388, H83 1.109, H84 1.103
76 O 2.976 -1.260 2.232  C75 1.388, C77 1.384
77 C 2.299 -2.385 2.667  O76 1.384, H85 1.089, H86 1.100, H87 1.096
78 N 2.178 1.605 2.687  C74 1.506, H88 1.019, H89 1.022
79 H 3.955 2.493 4.189  C73 1.090
80 H 4.866 2.561 2.755  C73 1.094
81 H 5.341 1.302 3.916  C73 1.083
82 H 3.820 0.796 1.667  C74 1.099
83 H 2.726 -0.502 4.118  C75 1.109
84 H 4.331 -0.780 3.854  C75 1.103
85 H 1.996 -3.045 1.857  C77 1.089
86 H 1.366 -2.138 3.196  C77 1.100
87 H 2.870 -2.991 3.381  C77 1.096
88 H 2.057 1.825 3.675  N78 1.019
89 H 1.569 0.851 2.363  N78 1.022
90 C 7.294 -2.081 -2.170  C91 1.526, H96 1.099, H97 1.097, H98 1.089
91 C 6.467 -1.042 -1.418  C90 1.526, C92 1.521, N95 1.520, H99 1.103
92 C 5.369 -1.618 -0.537  C91 1.521, O93 1.396, H100 1.098, H101 1.103
93 O 4.447 -2.262 -1.364  C92 1.396, C94 1.397
94 C 3.304 -2.741 -0.720  O93 1.397, H102 1.085, H103 1.108, H104 1.110
95 N 7.437 -0.173 -0.634  C91 1.520, H105 1.031, H106 1.028
96 H 6.610 -2.816 -2.619  C90 1.099
97 H 7.958 -2.633 -1.493  C90 1.097
98 H 7.967 -1.714 -2.943  C90 1.089
99 H 5.988 -0.418 -2.191  C91 1.103
100 H 4.899 -0.799 0.024  C92 1.098
101 H 5.853 -2.349 0.133  C92 1.103
102 H 2.648 -3.374 -1.309  C94 1.085
103 H 2.704 -1.926 -0.268  C94 1.108
104 H 3.544 -3.279 0.221  C94 1.110
105 H 7.261 0.799 -0.928  N95 1.031
106 H 7.040 -0.172 0.314  N95 1.028
107 C -3.648 -1.080 5.267  C108 1.523, H113 1.091, H114 1.096, H115 1.103
108 C -3.823 -0.020 6.346  C107 1.523, C109 1.522, N112 1.501, H116 1.100
109 C -2.492 0.337 6.993  C108 1.522, O110 1.401, H117 1.107, H118 1.087
110 O -1.945 -0.673 7.795  C109 1.401, C111 1.424
111 C -2.693 -0.976 8.969  O110 1.424, H119 1.089, H120 1.093, H121 1.095
112 N -4.442 1.237 5.806  C108 1.501, H122 1.018, H123 1.020
113 H -4.480 -1.237 4.579  C107 1.091
114 H -3.369 -2.063 5.665  C107 1.096
115 H -2.751 -0.903 4.650  C107 1.103
116 H -4.569 -0.488 7.004  C108 1.100
117 H -2.683 1.244 7.598  C109 1.107
118 H -1.731 0.633 6.275  C109 1.087
119 H -2.405 -1.966 9.321  C111 1.089
120 H -3.763 -1.071 8.765  C111 1.093
121 H -2.474 -0.194 9.704  C111 1.095
122 H -4.527 1.891 6.581  N112 1.018
123 H -5.390 0.917 5.606  N112 1.020
124 C -2.430 4.713 -5.501  C125 1.526, H130 1.098, H131 1.097, H132 1.092
125 C -3.562 3.922 -4.852  C124 1.526, C126 1.518, N129 1.477, H133 1.093
126 C -4.145 2.920 -5.832  C125 1.518, O127 1.426, H134 1.088, H135 1.097
127 O -5.421 2.574 -5.299  C126 1.426, C128 1.411
128 C -5.919 1.286 -5.588  O127 1.411, H136 1.091, H137 1.085, H138 1.094
129 N -3.046 3.326 -3.602  C125 1.477, H139 1.052, H140 1.027
130 H -1.449 4.230 -5.414  C124 1.098
131 H -2.167 5.663 -5.020  C124 1.097
132 H -2.624 4.952 -6.549  C124 1.092
133 H -4.360 4.641 -4.654  C125 1.093
134 H -3.521 2.041 -5.979  C126 1.088
135 H -4.440 3.329 -6.807  C126 1.097
136 H -5.814 1.028 -6.643  C128 1.091
137 H -6.925 1.246 -5.184  C128 1.085
138 H -5.375 0.568 -4.969  C128 1.094
139 H -2.183 2.741 -3.741  N129 1.052
140 H -3.797 2.688 -3.313  N129 1.027
141 C 4.224 3.079 -0.558  C142 1.526, H147 1.089, H148 1.099, H149 1.086
142 C 5.498 3.406 0.215  C141 1.526, C143 1.499, N146 1.493, H150 1.093
143 C 6.656 3.842 -0.630  C142 1.499, O144 1.424, H151 1.098, H152 1.098
144 O 7.182 2.670 -1.246  C143 1.424, C145 1.382
145 C 8.197 2.919 -2.151  O144 1.382, H153 1.085, H154 1.099, H155 1.094
146 N 5.118 4.628 0.984  C142 1.493, H156 1.023, H157 1.014
147 H 3.443 2.684 0.089  C141 1.089
148 H 4.483 2.242 -1.221  C141 1.099
149 H 3.819 3.916 -1.121  C141 1.086
150 H 5.713 2.590 0.911  C142 1.093
151 H 7.495 4.280 -0.074  C143 1.098
152 H 6.305 4.551 -1.391  C143 1.098
153 H 8.481 2.057 -2.745  C145 1.085
154 H 9.120 3.224 -1.639  C145 1.099
155 H 7.913 3.759 -2.791  C145 1.094
156 H 5.760 4.797 1.762  N146 1.023
157 H 4.238 4.459 1.459  N146 1.014
158 C 1.176 0.665 -0.649  C159 1.523, H164 1.097, H165 1.094, H166 1.089
159 C -0.247 0.126 -0.591  C158 1.523, C160 1.513, N163 1.465, H167 1.098
160 C -0.625 -0.482 0.742  C159 1.513, O161 1.399, H168 1.099, H169 1.104
161 O -1.801 -1.230 0.616  C160 1.399, C162 1.403
162 C -1.969 -2.444 1.299  O161 1.403, H170 1.100, H171 1.101, H172 1.089
163 N -1.302 1.109 -0.850  C159 1.465, H173 1.033, H174 1.024
164 H 1.456 0.902 -1.683  C158 1.097
165 H 1.897 -0.132 -0.448  C158 1.094
166 H 1.292 1.588 -0.083  C158 1.089
167 H -0.240 -0.685 -1.330  C159 1.098
168 H -0.812 0.261 1.531  C160 1.099
169 H 0.200 -1.157 1.030  C160 1.104
170 H -1.997 -2.330 2.392  C162 1.100
171 H -1.136 -3.139 1.110  C162 1.101
172 H -2.841 -2.975 0.921  C162 1.089
173 H -1.194 1.517 -1.793  N163 1.033
174 H -1.032 1.917 -0.281  N163 1.024

Mulliken atomic charge list, values in e, 99 entries:
1 C -0.224
2 O -0.190
3 N -0.351
4 N -0.308
5 H 0.263
6 H 0.182
7 H 0.321
8 H 0.176
9 C 0.126
10 O -0.919
11 N 0.635
12 N -0.363
13 H -0.887
14 H 0.331
15 H 0.223
16 H 0.333
17 C 0.008
18 O -0.259
19 N -0.375
20 N -0.367
21 H 0.187
22 H 0.181
23 H 0.211
24 H 0.187
25 C 0.448
26 O -0.697
27 N -0.294
28 N -0.020
29 H 0.084
30 H 0.237
31 H -0.051
32 H 0.196
33 C 0.566
34 O -0.631
35 N -0.430
36 N -0.288
37 H 0.178
38 H 0.245
39 H 0.216
40 H 0.163
41 C 0.508
42 O -0.630
43 N -0.172
44 N -0.422
45 H -0.091
46 H 0.196
47 H 0.173
48 H 0.169
49 C 0.457
50 O -0.682
51 N -0.197
52 N -0.288
53 H 0.174
54 H 0.330
55 H 0.184
56 H 0.218
57 C 0.471
58 O -0.762
59 N -0.131
60 N -0.201
61 H 0.221
62 H 0.120
63 H 0.036
64 H 0.146
65 C 0.316
66 O -0.785
67 N 0.876
68 N 0.848
69 H -0.820
70 H 0.373
71 H -0.344
72 H -0.169
73 C -1.145
74 C 2.070
75 C -1.372
76 O 0.163
77 C -0.808
78 N -0.297
79 H 0.304
80 H 0.251
81 H 0.393
82 H -1.122
83 H 0.357
84 H 0.447
85 H -0.049
86 H 0.422
87 H 0.292
88 H 0.289
89 H -0.121
90 C -1.619
91 C 0.982
92 C 0.226
93 O -0.396
94 C 1.743
95 N -0.713
96 H 0.266
97 H 0.331
98 H 0.370
99 H 0.198